[1]
C37H34N11OP2STl | ωB97M-V/def2-TZVPD

Structure (ORCA input):
```
! RIJCOSX wB97M-V def2-TZVPD def2/J DEFGRID3
* xyz -2 1
Tl -0.263 -0.023 0.280
N 2.621 -0.422 -2.181
P 2.686 0.647 -0.798
C 4.479 1.101 -1.046
C 5.247 0.871 -2.183
C 6.604 1.146 -2.181
C 7.213 1.650 -1.043
C 6.456 1.890 0.094
C 5.102 1.615 0.088
C 1.996 2.170 -1.559
C 2.155 2.469 -2.905
C 1.622 3.640 -3.418
C 0.993 4.546 -2.582
C 0.872 4.269 -1.227
C 1.344 3.071 -0.725
P 1.102 -1.228 -2.379
C 0.456 -0.193 -3.755
C -0.712 0.534 -3.573
C -1.218 1.296 -4.612
C -0.566 1.330 -5.833
C 0.605 0.613 -6.014
C 1.118 -0.144 -4.978
C 1.607 -2.680 -3.388
C 0.508 -3.450 -3.786
C 0.664 -4.718 -4.297
C 1.938 -5.259 -4.416
C 3.037 -4.509 -4.037
C 2.880 -3.233 -3.522
H 3.315 -1.143 -1.974
H 4.778 0.483 -3.076
H 7.189 0.971 -3.077
H 8.279 1.838 -1.040
H 6.930 2.280 0.985
H 4.507 1.775 0.976
H 2.676 1.774 -3.546
H 1.700 3.835 -4.480
H 0.607 5.472 -2.990
H 0.398 4.979 -0.564
H 1.193 2.812 0.315
H -1.216 0.506 -2.616
H -2.132 1.858 -4.474
H -0.970 1.914 -6.650
H 1.111 0.636 -6.972
H 2.033 -0.705 -5.112
H -0.481 -3.026 -3.657
H -0.203 -5.301 -4.579
H 2.064 -6.264 -4.795
H 4.029 -4.933 -4.131
H 3.763 -2.674 -3.238
N 0.048 2.495 3.258
C 0.801 1.338 3.373
N 1.623 1.150 4.404
N 2.186 -0.034 4.159
N 1.731 -0.532 3.065
N 0.847 0.307 2.518
C -1.083 2.642 2.510
N -1.985 3.608 2.741
N -2.898 3.449 1.797
N -2.569 2.452 1.042
N -1.432 1.909 1.449
H 0.062 3.070 4.088
O -2.610 0.642 -0.910
S -3.806 1.062 -0.162
C -4.339 2.678 -0.921
C -5.493 2.441 -1.879
C -5.328 1.021 -2.417
C -5.122 0.157 -1.197
H -3.444 3.045 -1.417
H -4.581 3.339 -0.094
H -5.508 3.184 -2.683
H -6.440 2.504 -1.335
H -4.431 0.967 -3.039
H -6.190 0.724 -3.025
H -4.718 -0.823 -1.424
H -6.028 0.055 -0.600
N -2.951 -7.313 1.712
C -2.582 -6.224 1.608
C -2.147 -4.901 1.455
C -2.987 -3.955 0.854
C -2.538 -2.662 0.668
C -1.261 -2.230 1.062
C -0.454 -3.203 1.678
C -0.872 -4.504 1.879
H -3.980 -4.260 0.535
H -3.209 -1.950 0.197
H 0.537 -2.922 2.020
H -0.227 -5.235 2.359
*
```

Values from the calculation:
calculated total energy = -3361.25322 a.u.
HOMO = -1.0368 eV
Kohn-Sham gap = 5.049 eV

Here are the Mulliken charges for atoms 1 to 5, given in e: Tl 1.1235; N -0.4667; P 0.0599; C 0.2828; C -0.0863

[2]
C37H34O15S | ωB97M-V/def2-TZVPD

Structure (ORCA input):
```
! RIJCOSX wB97M-V def2-TZVPD def2/J DEFGRID3
* xyz 0 1
C 8.844 -1.720 -0.523
C 7.913 -0.763 -1.259
O 6.522 -0.962 -0.960
C 6.092 -0.422 0.200
O 6.811 -0.281 1.155
C 4.627 -0.035 0.197
C 3.889 -0.455 -1.074
C 2.379 -0.123 -1.008
C 1.492 -1.337 -1.334
S 0.376 -1.802 -0.030
O 0.267 -3.231 -0.082
O 0.754 -1.213 1.211
O -1.044 -1.210 -0.405
H 8.294 -2.627 -0.275
H 9.180 -1.282 0.414
H 9.709 -1.957 -1.141
H 7.987 -0.942 -2.330
H 8.181 0.280 -1.086
H 4.609 1.045 0.344
H 4.199 -0.536 1.067
H 4.038 -1.526 -1.213
H 4.329 0.052 -1.932
H 2.139 0.270 -0.021
H 2.162 0.650 -1.745
H 0.897 -1.142 -2.224
H 2.081 -2.238 -1.491
H -1.384 -1.720 -1.155
O -0.607 0.492 -2.746
C -0.924 1.639 -2.498
C -1.820 1.959 -1.360
C -2.164 3.217 -1.099
C -1.671 4.345 -1.927
O -1.986 5.491 -1.691
C -0.771 4.018 -3.065
C -0.424 2.762 -3.329
H -2.172 1.128 -0.764
H -2.816 3.478 -0.275
H -0.424 4.857 -3.655
H 0.228 2.496 -4.152
O 7.608 -0.373 7.628
C 6.950 -0.072 6.655
C 6.989 -0.876 5.411
C 6.265 -0.540 4.347
C 5.385 0.656 4.360
O 4.727 0.971 3.392
C 5.345 1.463 5.607
C 6.069 1.126 6.670
H 7.636 -1.744 5.425
H 6.275 -1.107 3.428
H 4.698 2.331 5.594
H 6.057 1.696 7.590
O -0.348 -5.818 5.144
C 0.540 -5.014 4.956
C 0.324 -3.794 4.141
C 1.304 -2.917 3.941
C 2.652 -3.124 4.524
O 3.541 -2.317 4.346
C 2.873 -4.346 5.338
C 1.893 -5.222 5.539
H -0.665 -3.665 3.722
H 1.174 -2.024 3.344
H 3.865 -4.473 5.753
H 2.023 -6.120 6.129
O -9.010 0.072 -1.368
C -7.862 0.154 -0.988
C -7.443 -0.406 0.323
C -6.184 -0.311 0.741
C -5.148 0.355 -0.088
O -3.999 0.438 0.298
C -5.565 0.912 -1.397
C -6.824 0.819 -1.817
H -8.217 -0.887 0.907
H -5.851 -0.709 1.691
H -4.793 1.394 -1.983
H -7.149 1.217 -2.770
O -7.376 1.736 -4.942
C -8.386 2.148 -5.476
C -8.994 1.431 -6.623
C -10.099 1.882 -7.209
C -10.771 3.121 -6.738
O -11.777 3.531 -7.271
C -10.160 3.837 -5.588
C -9.055 3.385 -5.003
H -8.486 0.531 -6.946
H -10.563 1.378 -8.047
H -10.667 4.736 -5.263
H -8.592 3.887 -4.163
*
```

Values from the calculation:
calculated total energy = -2956.93547 a.u.
HOMO = -9.7117 eV
Kohn-Sham gap = 7.915 eV
SMILES string = CCOC(=O)CCCCS(=O)(=O)O.O=C1C=CC(=O)C=C1.O=C1C=CC(=O)C=C1.O=C1C=CC(=O)C=C1.O=C1C=CC(=O)C=C1.O=C1C=CC(=O)C=C1

Here are the Mulliken charges for atoms 1 to 5, given in e: C -1.0517; C -0.2586; O -0.2865; C 0.0995; O -0.6051

[3]
C37H35As2N4O2PtS | ωB97M-V/def2-TZVPD

Structure (ORCA input):
```
! RIJCOSX wB97M-V def2-TZVPD def2/J DEFGRID3
* xyz -1 3
Pt 0.675 -0.369 -0.153
C -2.280 -0.618 1.013
C -1.700 -0.882 2.396
As 0.226 -0.401 2.522
C 1.073 -2.166 2.421
C 0.541 -3.325 2.975
C 1.184 -4.547 2.826
C 2.393 -4.614 2.156
C 2.961 -3.456 1.640
C 2.299 -2.247 1.760
C 0.243 -0.334 4.548
C -0.549 0.623 5.188
C -0.423 0.884 6.538
C 0.535 0.217 7.288
C 1.375 -0.690 6.658
C 1.238 -0.950 5.307
As -1.400 -1.723 -0.376
C -2.279 -3.409 0.224
C -1.515 -4.498 0.619
C -2.118 -5.662 1.065
C -3.498 -5.757 1.108
C -4.272 -4.683 0.696
C -3.665 -3.522 0.258
C -2.620 -1.440 -1.851
C -3.348 -0.274 -2.026
C -4.142 -0.103 -3.146
C -4.219 -1.099 -4.103
C -3.495 -2.267 -3.938
C -2.702 -2.430 -2.820
H -2.087 0.424 0.739
H -3.366 -0.791 1.019
H -1.818 -1.942 2.659
H -2.249 -0.291 3.143
H -0.381 -3.278 3.546
H 0.734 -5.451 3.222
H 2.898 -5.563 2.032
H 3.918 -3.509 1.137
H 2.719 -1.337 1.334
H -1.284 1.162 4.597
H -1.066 1.616 7.010
H 0.634 0.414 8.348
H 2.145 -1.194 7.229
H 1.898 -1.661 4.823
H -0.433 -4.419 0.579
H -1.512 -6.498 1.383
H -3.973 -6.665 1.451
H -5.351 -4.754 0.724
H -4.276 -2.686 -0.069
H -3.274 0.524 -1.297
H -4.695 0.818 -3.278
H -4.837 -0.968 -4.981
H -3.535 -3.040 -4.695
H -2.112 -3.333 -2.694
N 5.092 1.888 -5.281
C 3.896 1.350 -4.824
C 2.697 2.034 -5.033
C 1.510 1.518 -4.552
C 1.514 0.326 -3.853
C 2.696 -0.340 -3.595
C 3.887 0.164 -4.086
S -0.051 -0.353 -3.322
O 0.195 -1.720 -2.911
O -0.985 -0.180 -4.409
N -0.466 0.437 -1.995
C -0.736 1.711 -1.799
N -0.777 2.610 -2.794
C -1.109 3.843 -2.466
C -1.403 4.236 -1.168
C -1.320 3.238 -0.204
N -1.000 2.000 -0.496
H 5.007 2.536 -6.048
H 5.852 1.233 -5.375
H 2.708 2.973 -5.571
H 0.566 2.022 -4.684
H 2.658 -1.245 -3.008
H 4.820 -0.349 -3.899
H -1.152 4.550 -3.289
H -1.670 5.251 -0.924
H -1.532 3.440 0.842
C 2.175 0.904 -0.038
H 2.450 1.459 0.862
H 2.582 1.355 -0.946
*
```

Values from the calculation:
calculated total energy = -6789.41927 a.u.
HOMO (spin up / spin down) = -2.8557 / -4.4178 eV
Kohn-Sham gap (spin up / spin down) = 5.577 / 7.025 eV

Here are the Mulliken charges for atoms 1 to 5, given in e: Pt 1.5726; C -1.1001; C -0.8553; As 0.1308; C 0.3068

[4]
C37H35AsN6O4Ru | ωB97M-V/def2-TZVPD

Structure (ORCA input):
```
! RIJCOSX wB97M-V def2-TZVPD def2/J DEFGRID3
* xyz 2 5
Ru 1.412 -1.153 -0.502
N 2.348 2.372 2.467
C 2.260 1.175 1.901
N 1.579 0.928 0.816
C 0.806 1.931 0.262
N -0.064 1.679 -0.669
N -0.114 0.352 -1.026
C -1.197 -0.052 -1.569
C -1.290 -1.440 -2.020
C -2.467 -1.954 -2.532
C -2.492 -3.281 -2.946
C -1.338 -4.036 -2.834
C -0.194 -3.443 -2.312
N -0.166 -2.176 -1.914
C 0.967 3.293 0.749
C 0.352 4.394 0.143
C 0.524 5.653 0.674
C 1.302 5.833 1.820
C 1.916 4.762 2.435
C 1.746 3.494 1.890
H 2.867 2.470 3.327
H 2.776 0.359 2.393
H -2.031 0.632 -1.695
H -3.345 -1.326 -2.602
H -3.398 -3.713 -3.348
H -1.309 -5.070 -3.147
H 0.724 -4.006 -2.203
H -0.261 4.234 -0.734
H 0.049 6.505 0.208
H 1.423 6.825 2.234
H 2.518 4.903 3.324
C 3.180 -1.933 0.363
C 2.883 -3.308 -0.044
C 3.247 -3.766 -1.327
C 3.023 -5.078 -1.700
C 2.413 -5.956 -0.809
C 2.045 -5.522 0.463
C 2.280 -4.218 0.849
H 4.089 -1.513 -0.058
H 3.051 -1.716 1.422
H 3.740 -3.091 -2.012
H 3.335 -5.424 -2.676
H 2.245 -6.986 -1.095
H 1.598 -6.217 1.162
H 2.049 -3.903 1.858
C 4.174 1.340 -1.107
As 2.980 0.172 -2.088
C 4.183 -0.832 -3.224
C 1.996 1.301 -3.353
C 2.862 2.404 -3.885
C 2.891 3.637 -3.235
C 3.708 4.656 -3.699
C 4.505 4.454 -4.817
C 4.472 3.234 -5.477
C 3.653 2.214 -5.014
H 5.088 1.473 -1.684
H 4.404 0.899 -0.140
H 3.702 2.311 -0.974
H 4.700 -0.116 -3.863
H 3.627 -1.535 -3.841
H 4.921 -1.358 -2.621
H 1.122 1.689 -2.834
H 1.659 0.626 -4.141
H 2.253 3.807 -2.373
H 3.714 5.614 -3.195
H 5.137 5.252 -5.183
H 5.075 3.080 -6.362
H 3.611 1.275 -5.555
O 1.259 -1.453 2.926
C 0.406 -1.986 2.249
O 0.276 -1.714 0.950
C -0.593 -2.954 2.773
C -1.505 -3.575 1.923
C -2.406 -4.493 2.432
C -2.377 -4.756 3.789
C -1.488 -4.149 4.657
C -0.583 -3.241 4.135
N -3.347 -5.736 4.336
O -3.971 -6.397 3.534
O -3.453 -5.791 5.540
H -1.505 -3.342 0.867
H -3.125 -5.005 1.810
H -1.519 -4.387 5.710
H 0.134 -2.746 4.776
*
```

Values from the calculation:
calculated total energy = -4390.48322 a.u.
HOMO (spin up / spin down) = -13.5577 / -13.7080 eV
Kohn-Sham gap (spin up / spin down) = 7.224 / 6.108 eV

Here are the Mulliken charges for atoms 1 to 5, given in e: Ru 0.8127; N 0.1017; C -0.7313; N 0.6268; C -0.0941

[5]
C37H35BiBrClN2O6Sb | ωB97M-V/def2-TZVPD

Structure (ORCA input):
```
! RIJCOSX wB97M-V def2-TZVPD def2/J DEFGRID3
* xyz 1 1
Bi 1.505 -0.468 -0.290
O -1.344 3.312 -1.237
C -1.769 3.341 0.060
C -3.025 3.816 0.407
C -3.415 3.831 1.736
C -2.559 3.363 2.720
C -1.309 2.878 2.363
C -0.893 2.865 1.040
C 0.423 2.274 0.590
O 0.156 1.049 -0.035
N 1.288 2.044 1.732
N 2.339 1.222 1.511
C 3.317 1.255 2.336
C 4.457 0.361 2.334
Br 4.330 -1.255 1.349
C 5.560 0.576 3.068
C 5.855 1.788 3.843
C 6.401 1.651 5.121
C 6.681 2.771 5.884
C 6.444 4.039 5.374
C 5.940 4.186 4.091
C 5.649 3.067 3.327
H -2.031 3.677 -1.803
H -3.695 4.172 -0.367
H -4.393 4.210 1.998
H -2.861 3.368 3.757
H -0.664 2.473 3.133
H 0.911 2.945 -0.138
H 1.461 2.823 2.353
H 3.311 1.980 3.149
H 6.299 -0.216 3.111
H 6.596 0.663 5.518
H 7.092 2.654 6.877
H 6.672 4.913 5.968
H 5.788 5.174 3.677
H 5.300 3.187 2.309
O 1.428 -3.297 2.803
Cl 0.792 -2.779 1.665
O -0.584 -3.088 1.595
O 0.920 -1.250 1.712
O 1.473 -3.127 0.433
C -2.377 -0.213 1.390
C -3.211 -0.003 0.165
C -4.420 0.682 0.281
C -5.267 0.857 -0.799
C -4.920 0.349 -2.040
C -3.716 -0.321 -2.186
C -2.869 -0.501 -1.094
Sb -1.062 -1.512 -1.513
C -0.911 -1.255 -3.620
C -1.593 -2.184 -4.406
C -1.602 -2.075 -5.788
C -0.927 -1.028 -6.393
C -0.245 -0.107 -5.617
C -0.222 -0.202 -4.229
C 0.560 0.810 -3.441
C -1.529 -3.554 -1.387
C -2.749 -3.887 -0.808
C -3.127 -5.216 -0.688
C -2.278 -6.206 -1.153
C -1.064 -5.869 -1.731
C -0.662 -4.543 -1.855
C 0.670 -4.221 -2.468
H -2.623 0.532 2.146
H -1.311 -0.127 1.185
H -2.561 -1.201 1.818
H -4.693 1.086 1.248
H -6.199 1.391 -0.670
H -5.575 0.475 -2.892
H -3.441 -0.693 -3.163
H -2.124 -3.007 -3.941
H -2.136 -2.803 -6.383
H -0.928 -0.928 -7.470
H 0.285 0.708 -6.095
H 0.835 1.661 -4.064
H 1.515 0.378 -3.107
H 0.016 1.196 -2.580
H -3.417 -3.112 -0.451
H -4.075 -5.470 -0.236
H -2.561 -7.247 -1.071
H -0.410 -6.651 -2.095
H 1.111 -5.109 -2.917
H 1.368 -3.865 -1.705
H 0.596 -3.461 -3.249
*
```

Values from the calculation:
calculated total energy = -5480.42839 a.u.
HOMO = -10.9265 eV
Kohn-Sham gap = 7.682 eV

Here are the Mulliken charges for atoms 1 to 5, given in e: Bi 1.0043; O -0.4999; C 0.9279; C -0.5859; C -0.6393

How do the records compare in molar mass? In the order shown, they have 947.15, 750.73, 944.70, 803.72, 1049.79 g/mol.